(1)
Density functional theory data (ωB97M-V/def2-TZVPD) for C3H5NO2 in the gas phase in a non-equilibrium geometry.

Highest occupied orbital energy, eV: -9.58
2S+1: 1
LUMO level, eV: 0.78
Kohn-Sham gap, eV: 10.36

The geometry in XYZ format:
```
11
Properties=species:S:1:pos:R:3:forces:R:3:lowdin_charge:R:1
O 0.30130 1.15358 1.72629 -0.9 0.5 2.9 0.058
C -0.25679 0.45793 0.90759 4.5 2.2 1.3 -0.485
C 0.06298 -1.00204 0.85706 -1.9 0.2 -1.0 -0.082
O -0.11921 -1.23102 -0.55022 -0.1 0.3 -0.3 -0.107
C -0.06267 0.04933 -1.25327 -0.8 -0.9 -0.8 -0.165
N -0.44614 1.05122 -0.28030 -1.4 -1.3 -2.3 0.091
H 1.08801 -1.18097 1.19291 -0.2 0.2 0.0 0.137
H -0.66538 -1.51001 1.51190 0.3 -0.5 -0.7 0.138
H -0.78538 0.01504 -2.09781 0.5 -0.3 0.5 0.130
H 0.94771 0.20830 -1.65031 0.0 0.1 0.2 0.127
H -0.06443 1.98863 -0.36384 -0.1 -0.4 0.3 0.157
```
Positions in Å, forces in eV/Å.



(2)
Density functional theory data (ωB97M-V/def2-TZVPD) for C3H5NO2 in the gas phase.

Highest occupied orbital energy, eV: -10.59
2S+1: 1
LUMO level, eV: 0.87
Kohn-Sham gap, eV: 11.45

The geometry in XYZ format:
```
11
Properties=species:S:1:pos:R:3:forces:R:3:lowdin_charge:R:1
H -3.52623 -0.06862 0.09187 0.1 0.0 -0.1 0.055
N -2.69034 -0.25740 -0.45850 0.3 0.1 0.3 0.130
C -1.66970 0.02007 0.21937 -0.3 0.0 0.0 -0.257
O -0.44164 -0.15894 -0.37298 0.0 0.0 0.0 0.038
C 0.66648 0.00166 0.41230 0.1 0.0 0.4 -0.506
C 1.91675 -0.21667 -0.38956 0.0 0.1 0.0 0.023
O 0.61717 0.25715 1.58691 0.0 -0.1 -0.5 0.105
H -1.60193 0.40160 1.24004 -0.1 -0.1 -0.2 0.133
H 2.11698 -1.29175 -0.44291 -0.1 0.1 0.0 0.098
H 1.79839 0.15792 -1.40840 0.0 -0.1 0.2 0.091
H 2.75069 0.27182 0.11559 -0.1 -0.1 -0.1 0.092
```
Positions in Å, forces in eV/Å.



(3)
Density functional theory data (ωB97M-V/def2-TZVPD) for 2 unconnected molecules or ions with the total composition C3H5NO2 in a non-equilibrium geometry.

Highest occupied orbital energy, eV: -10.06
2S+1: 1
LUMO level, eV: 0.28
Kohn-Sham gap, eV: 10.35

The geometry in XYZ format:
```
11
Properties=species:S:1:pos:R:3:forces:R:3:lowdin_charge:R:1
N -0.98818 -1.08182 0.26784 0.4 0.0 -0.2 0.124
C -1.90428 -0.23329 0.08339 -1.8 -1.8 -0.1 -0.383
O -2.99820 0.12703 -0.10340 1.3 0.6 0.1 0.201
H -1.26529 -2.04188 0.06625 -0.2 0.2 0.1 0.105
C 1.48347 0.31033 -0.47564 -0.2 -0.3 -0.1 -0.047
C 0.37571 0.52665 0.50132 -0.8 2.3 -0.3 -0.321
O -0.59371 1.30219 0.24188 1.6 -0.9 0.5 -0.065
H 2.21251 1.11544 -0.33517 -0.1 0.0 0.0 0.092
H 1.10046 0.35111 -1.49486 0.0 0.1 0.1 0.088
H 1.97960 -0.64429 -0.29668 0.0 0.1 0.0 0.080
H 0.59791 0.26852 1.54506 -0.2 -0.2 -0.1 0.125
```
Positions in Å, forces in eV/Å.



(4)
Density functional theory data (ωB97M-V/def2-TZVPD) for C3H5NO2 in the gas phase in a non-equilibrium geometry.

Highest occupied orbital energy, eV: -9.78
2S+1: 1
LUMO level, eV: -0.26
Kohn-Sham gap, eV: 9.52

The geometry in XYZ format:
```
11
Properties=species:S:1:pos:R:3:forces:R:3:lowdin_charge:R:1
O -2.05838 -1.44655 0.94459 1.0 -0.1 -0.2 0.076
C -1.02560 -0.91695 0.58951 0.1 0.6 -0.2 -0.622
N -0.96384 0.47486 0.31484 -0.2 -0.1 -0.1 0.061
C 0.15948 0.72763 -0.51863 0.3 -0.4 -0.4 -0.247
C 1.31576 0.05825 0.07392 -0.5 -0.9 0.5 0.107
O 0.17551 -1.46619 0.36979 0.7 1.0 -0.3 -0.015
H -1.84239 0.89176 0.04669 0.0 -0.2 0.1 0.137
H 0.27320 -0.05519 -1.30928 -1.2 0.7 -1.0 0.140
H 0.21895 1.71792 -0.98996 0.3 -0.2 0.5 0.145
H 1.56557 -0.10182 1.09617 0.1 0.8 0.7 0.097
H 2.18172 0.11629 -0.61764 -0.6 -1.1 0.4 0.121
```
Positions in Å, forces in eV/Å.



(5)
Density functional theory data (ωB97M-V/def2-TZVPD) for a molecular structure, C3H5NO2 in a non-equilibrium geometry.

Highest occupied orbital energy (alpha / beta), eV: -8.57 / -7.96
2S+1: 1
LUMO level (alpha / beta), eV: -0.47 / -0.84
Kohn-Sham gap (alpha / beta), eV: 8.09 / 7.12

The geometry in XYZ format:
```
11
Properties=species:S:1:pos:R:3:forces:R:3:lowdin_charge:R:1
O -1.86792 -0.28999 1.54432 -0.4 0.1 0.2 -0.026
N -0.74544 -0.99957 1.22898 0.8 -0.1 -0.3 0.061
C -0.11539 -0.44804 0.26957 -0.5 0.1 0.5 -0.291
C 0.97925 -0.87465 -0.65810 -0.9 -0.2 -0.2 -0.036
O 0.45661 0.08643 -1.54956 1.2 -0.3 -1.4 -0.058
C -0.39231 0.61044 -0.69636 -1.0 0.2 0.8 -0.114
H -2.30386 -0.82798 2.21950 0.1 0.1 -0.1 0.105
H 1.06782 -1.86600 -1.09882 0.2 0.1 0.1 0.098
H 2.12455 1.22478 -0.23159 0.0 0.2 0.1 0.071
H 1.63419 1.79459 -0.23739 0.3 0.0 0.2 0.070
H -0.83749 1.58999 -0.79054 0.1 -0.2 0.0 0.120
```
Positions in Å, forces in eV/Å.



(6)
Density functional theory data (ωB97M-V/def2-TZVPD) for C3H5NO2 in the gas phase in a non-equilibrium geometry.

Highest occupied orbital energy, eV: -10.10
2S+1: 1
LUMO level, eV: 0.89
Kohn-Sham gap, eV: 10.99

The geometry in XYZ format:
```
11
Properties=species:S:1:pos:R:3:forces:R:3:lowdin_charge:R:1
H 1.77366 0.10198 -1.02591 2.1 -1.4 -1.7 0.102
N 1.68246 -0.96745 -1.00552 -0.5 0.6 0.5 0.190
C 0.80915 -0.70732 -0.15961 -0.2 2.2 0.1 -0.299
C -0.48829 -1.05026 0.48065 0.1 -0.2 0.1 -0.116
O -1.27579 0.01135 -0.03396 -0.5 0.0 0.2 -0.089
C -0.50376 1.21205 -0.01010 -0.5 0.1 0.2 -0.229
O 0.82328 0.81616 0.09066 -0.6 -1.1 0.5 -0.101
H -0.94859 -1.98860 0.17140 0.2 0.1 -0.1 0.140
H -0.37746 -1.01028 1.57261 -0.2 0.0 -0.1 0.135
H -0.72346 1.76044 -0.94041 0.2 -0.2 0.2 0.138
H -0.77119 1.82194 0.86018 -0.1 0.0 0.0 0.129
```
Positions in Å, forces in eV/Å.



(7)
Density functional theory data (ωB97M-V/def2-TZVPD) for a molecular structure, C3H5NO2 in a non-equilibrium geometry.

Highest occupied orbital energy, eV: -10.68
2S+1: 1
LUMO level, eV: 0.32
Kohn-Sham gap, eV: 11.00

The geometry in XYZ format:
```
11
Properties=species:S:1:pos:R:3:forces:R:3:lowdin_charge:R:1
O 1.62925 0.39099 0.29087 0.3 0.0 -0.1 -0.084
C 0.63210 -0.47496 -0.26009 0.2 -0.1 0.3 -0.224
C -0.67477 0.21753 0.16085 0.5 -0.7 2.1 -0.379
O -0.60467 1.57161 -0.17536 0.2 -0.3 0.3 -0.029
C -1.82542 -0.44952 -0.57463 -0.5 -0.4 0.6 -0.143
N -2.66654 -1.04772 -1.11181 1.5 1.1 0.8 0.152
H 2.33907 -0.01348 0.80310 -0.4 -0.3 -0.3 0.106
H 0.77696 -0.54247 -1.35450 -0.3 0.2 0.4 0.136
H 0.61643 -1.48576 0.16322 0.3 0.2 -0.1 0.127
H -0.57465 0.05242 1.54031 -1.1 0.4 -4.1 0.237
H 0.32823 1.80356 0.03628 -0.7 0.0 -0.1 0.100
```
Positions in Å, forces in eV/Å.



(8)
Density functional theory data (ωB97M-V/def2-TZVPD) for C3H5NO2 in the gas phase in a non-equilibrium geometry.

Highest occupied orbital energy, eV: -10.23
2S+1: 1
LUMO level, eV: 0.89
Kohn-Sham gap, eV: 11.12

The geometry in XYZ format:
```
11
Properties=species:S:1:pos:R:3:forces:R:3:lowdin_charge:R:1
C 1.35420 0.17412 -0.40504 -2.4 2.0 -1.4 -0.046
C 0.09541 0.62209 0.36127 -1.1 -1.1 -1.6 -0.104
C -0.96280 -0.41965 0.28707 -1.5 -1.3 0.8 -0.518
O -1.23719 -1.70674 0.81774 1.4 -0.6 0.4 0.034
N -2.31470 -0.78817 0.51891 0.8 1.7 0.8 0.152
O -1.73612 -0.55976 -0.81869 -0.2 -0.2 -2.2 0.040
H 1.73493 1.10907 -0.81574 0.2 -0.3 -0.5 0.086
H 1.12747 -0.56498 -1.15783 -0.1 0.1 -0.5 0.090
H 2.08245 -0.19512 0.17535 2.5 -1.5 2.4 0.030
H -0.42365 1.33499 -0.28603 0.4 0.6 0.5 0.129
H 0.27999 0.99415 1.32299 0.2 0.5 1.3 0.107
```
Positions in Å, forces in eV/Å.



(9)
Density functional theory data (ωB97M-V/def2-TZVPD) for C3H5NO2S in the gas phase in a non-equilibrium geometry.

Highest occupied orbital energy, eV: -9.05
2S+1: 1
LUMO level, eV: -0.38
Kohn-Sham gap, eV: 8.67

The geometry in XYZ format:
```
12
Properties=species:S:1:pos:R:3:forces:R:3:lowdin_charge:R:1
C 0.34643 1.99846 0.35626 -4.4 -0.6 0.6 0.062
C -0.25867 0.84597 0.07445 -1.3 0.8 -0.7 -0.137
C 0.36659 -0.41804 -0.34887 -0.8 0.4 1.4 -0.490
N 0.54969 -1.25449 0.91108 0.7 -0.1 0.0 0.024
O 1.30177 -0.72792 1.68020 -0.4 -0.3 -0.4 0.033
O -0.35797 -1.05702 -1.33924 -0.5 -0.6 -0.2 -0.513
S -1.75019 -1.73216 -0.78740 -1.0 -0.5 -0.3 0.834
H -0.17261 2.89133 0.73421 0.1 -0.6 -0.4 0.079
H 1.32847 2.06643 0.23781 4.2 0.3 -0.2 0.014
H -1.34350 0.66287 -0.03008 0.3 0.9 0.8 0.086
H 1.25853 -0.30260 -0.82466 3.1 0.5 -0.7 0.127
H -1.26855 -2.97283 -0.66376 -0.1 -0.2 0.2 -0.118
```
Positions in Å, forces in eV/Å.



(10)
Density functional theory data (ωB97M-V/def2-TZVPD) for C3H5NO2S in the gas phase in a non-equilibrium geometry.

Highest occupied orbital energy, eV: -9.78
2S+1: 1
LUMO level, eV: -0.02
Kohn-Sham gap, eV: 9.76

The geometry in XYZ format:
```
12
Properties=species:S:1:pos:R:3:forces:R:3:lowdin_charge:R:1
C -1.25867 1.25627 -0.79123 0.1 0.8 2.0 0.009
C -0.11872 1.04176 -0.12750 0.5 -0.3 0.8 -0.254
S 1.32714 0.05580 -0.61756 -3.1 -1.0 -0.1 0.687
O 2.28129 0.08223 0.44534 1.2 0.7 -0.4 -0.327
O 1.58526 0.11451 -2.05578 -0.1 -0.6 2.7 -0.306
N 0.30181 -1.38304 -0.11149 -0.1 0.3 -2.2 -0.113
C -0.11309 -1.56132 1.06414 1.8 -0.3 0.7 -0.120
H -1.45842 1.37164 -1.83001 0.5 -0.5 -0.8 0.061
H -2.13729 1.48637 -0.15478 0.6 0.1 -0.4 0.078
H 0.02252 1.01046 1.00537 -0.8 0.4 -1.6 0.099
H 0.38551 -1.06415 1.95880 -1.0 -0.3 -0.8 0.099
H -0.81735 -2.41053 1.21471 0.4 0.7 0.1 0.086
```
Positions in Å, forces in eV/Å.



The calculation returns the following E values, one per record and in order: -322.50336; -322.54956; -322.49011; -322.46982; -322.28421; -322.45709; -322.47658; -322.34266; -720.56223; -720.60272 Eh.
The calculation returns the following energy above the lowest of the compared OMol25 structures with the same formula, charge and spin values, one per record and in order: 186.3; 65.1; 221.1; 274.4; 761.7; 307.8; 256.7; 608.3; 483.8; 377.5 kJ/mol.